Molecular formula: C33H30F3N3OPtS2Te
Method: DFT, wB97M-V/def2-TZVPD

Structure (XYZ):
```
74
Properties=species:S:1:pos:R:3:mulliken_charge:R:1
Pt 0.06249 1.13975 1.35606 0.364
S 0.85030 1.70956 5.68781 -0.268
C -0.80572 2.05101 5.45466 -0.497
C -1.18913 1.95097 4.15115 -0.635
C -0.11177 1.58083 3.28166 -0.327
C 1.04244 1.41973 4.00703 0.127
C 2.27215 1.04745 3.34065 1.408
C 3.50228 0.88313 3.97083 -0.910
C 4.60741 0.55554 3.21282 -0.551
C 4.46757 0.40751 1.83909 -0.805
C 3.21609 0.58826 1.28156 0.180
N 2.13785 0.88689 2.00639 -0.110
H -1.41732 2.31993 6.30022 0.485
H -2.19388 2.14878 3.82016 0.372
H 3.57194 1.01468 5.04142 0.384
H 5.57214 0.42405 3.68576 0.429
H 5.30681 0.16486 1.20393 0.436
H 3.05309 0.49297 0.21606 0.236
Te -1.34107 -2.02472 0.99028 0.426
C -2.70686 -3.36892 1.85817 -0.042
C -2.77208 -4.69747 1.44679 -0.408
C -3.67273 -5.57193 2.03939 -0.521
C -4.51358 -5.12731 3.04967 -0.427
C -4.46507 -3.80074 3.45236 -0.661
C -3.57426 -2.92264 2.85082 -0.100
C 0.07117 -2.14818 2.55921 -0.001
C -0.28505 -1.96410 3.88956 -0.111
C 0.67112 -2.07181 4.88891 -0.801
C 1.99420 -2.34398 4.56837 -0.572
C 2.35710 -2.51364 3.24004 -0.437
C 1.39774 -2.42383 2.24097 -0.325
H -2.11062 -5.05224 0.66688 0.361
H -3.71401 -6.60332 1.71418 0.374
H -5.21098 -5.80997 3.51650 0.364
H -5.12790 -3.44323 4.22934 0.381
H -3.57059 -1.87913 3.14052 0.408
H -1.30591 -1.72061 4.15508 0.361
H 0.38268 -1.92310 5.92123 0.393
H 2.73893 -2.41699 5.35052 0.406
H 3.38753 -2.72030 2.97780 0.441
H 1.68415 -2.57600 1.20692 0.410
F -2.37633 1.37054 -0.19020 -0.206
C -1.87897 1.62845 1.07583 0.454
F -2.07633 2.97792 1.22028 -0.228
F -2.79798 1.05274 1.88882 -0.156
C 1.99501 0.94230 -6.11369 -1.039
C 1.88222 -0.06483 -4.97490 -0.390
C 2.22857 0.52225 -3.61269 -0.740
N 1.25238 1.52842 -3.20792 -0.149
C 0.50744 1.51157 -2.10743 0.454
S 0.72955 0.36714 -0.88064 -0.696
N -0.46348 2.47205 -2.00631 0.179
C -1.01707 3.30989 -2.98711 0.139
O -1.40037 4.41616 -2.69364 -0.561
C -1.19728 2.75003 -4.36843 -0.299
C -1.14551 3.63844 -5.43611 -0.366
C -1.34207 3.17194 -6.72766 -0.609
C -1.62006 1.82845 -6.94159 -0.402
C -1.71472 0.95048 -5.86896 -0.645
C -1.49491 1.40775 -4.57871 0.379
H 1.77213 0.47571 -7.07247 0.338
H 3.00150 1.36063 -6.17202 0.339
H 1.28907 1.76895 -6.00172 0.172
H 2.55328 -0.90802 -5.15098 0.388
H 0.86696 -0.46572 -4.93756 0.202
H 3.21250 0.99909 -3.63535 0.286
H 2.24851 -0.25041 -2.84732 0.439
H 1.04208 2.23552 -3.89573 0.293
H -0.75574 2.69262 -1.06138 -0.043
H -0.95468 4.68476 -5.23969 0.462
H -1.29177 3.85795 -7.56228 0.415
H -1.76880 1.46373 -7.94946 0.400
H -1.96537 -0.08878 -6.03621 0.440
H -1.57839 0.73059 -3.73757 0.511
```

Results
E_tot in eV: -81590.2647
Spin multiplicity: 1
HOMO in eV: -7.24
Molecular weight in g mol⁻¹: 928.429
HOMO-LUMO gap in Eh: 0.256

***

Molecular formula: C4H7N3O
Method: DFT, wB97M-V/def2-TZVPD

Structure (XYZ):
```
15
Properties=species:S:1:pos:R:3:mulliken_charge:R:1
C -2.15538 0.36928 -0.05381 0.474
C 0.01377 -0.78746 -0.28204 -0.068
C 2.01695 0.25077 0.31632 -0.080
C 3.23587 0.59638 -0.20285 -0.680
H -2.39060 -1.46546 0.77120 0.260
H -3.78966 -0.70278 0.07151 0.269
H -0.34988 1.22416 -0.12578 0.276
H -0.57415 -1.67462 -0.55277 0.509
H 1.58291 0.73983 1.20345 0.360
H 3.66907 -0.00011 -1.00481 0.297
H 3.73798 1.42586 0.30677 0.236
N -2.78086 -0.84619 0.05441 -0.482
N -0.77007 0.30969 -0.02397 -0.212
N 1.27931 -0.86529 -0.21122 -0.561
O -2.72526 1.42597 -0.26642 -0.598
```

Results
E_tot in eV: -10779.0526
Spin multiplicity: 1
SMILES: C=C/N=C\NC(N)=O
HOMO in eV: -8.92
Molecular weight in g mol⁻¹: 113.120
HOMO-LUMO gap in Eh: 0.351